P.
C3H10IPSi | the ωB97M-V functional and the def2-TZVPD basis

Its spin multiplicity is 1. For the HOMO energy (spin up / spin down), the calculation gives -9.113 / -8.995 eV. The orbital gap (spin up / spin down) comes out at 7.14 / 6.53 eV.

Bonds (Å) are listed after each position.
Positions of all 16 atoms, in Å:
1 C -0.522 -1.124 1.062  Si4 1.841, H7 1.061, H8 1.108, H9 1.013
2 C -0.752 1.770 0.247  Si4 1.872, H10 1.096, H11 1.094, H12 1.071
3 C 0.897 -0.063 -1.667  Si4 1.983, H13 1.083, H14 1.125, H15 1.072
4 Si 0.349 0.257 0.212  C1 1.841, C2 1.872, C3 1.983, P5 2.424
5 P 2.237 0.607 1.691  Si4 2.424, H16 1.325
6 I 3.257 2.617 -0.769  no bonds
7 H -0.005 -2.008 1.342  C1 1.061
8 H -0.815 -0.589 1.987  C1 1.108
9 H -1.458 -1.273 0.705  C1 1.013
10 H -0.251 2.744 0.255  C2 1.096
11 H -1.455 1.814 -0.589  C2 1.094
12 H -1.284 1.824 1.175  C2 1.071
13 H 0.715 0.782 -2.320  C3 1.083
14 H 1.972 -0.272 -1.928  C3 1.125
15 H 0.263 -0.775 -2.156  C3 1.072
16 H 3.086 -0.381 1.449  P5 1.325

These are the natural (NBO) partial charges, in e, on atoms 1 to 8: number 1, C, carries -1.1304; number 2, C, carries -1.1394; number 3, C, carries -1.0961; number 4, Si, carries 1.3809; number 5, P, carries 0.1016; number 6, I, carries -0.2734; number 7, H, carries 0.2489; number 8, H, carries 0.2371

Q.
C3H10IPSi | the ωB97M-V functional and the def2-TZVPD basis

Its spin multiplicity is 1. For the HOMO energy, the calculation gives -8.828 eV. Its SMILES is C[Si](C)(C)PI. The orbital gap comes out at 8.23 eV.

Bonds (Å) are listed after each position.
Positions of all 16 atoms, in Å:
1 C 1.213 0.277 1.664  Si4 1.952, H7 1.041, H8 1.057, H9 1.132
2 C -1.182 1.500 -0.063  Si4 1.873, H10 1.089, H11 1.075, H12 1.144
3 C -0.586 -1.663 0.114  Si4 1.962, H13 1.222, H14 1.125, H15 1.068
4 Si 0.125 0.164 0.048  C1 1.952, C2 1.873, C3 1.962, P5 2.359
5 P 1.637 0.251 -1.762  Si4 2.359, I6 2.627, H16 1.410
6 I -0.099 0.757 -3.669  P5 2.627
7 H 1.520 -0.712 1.779  C1 1.041
8 H 2.026 0.946 1.577  C1 1.057
9 H 0.587 0.616 2.544  C1 1.132
10 H -2.030 0.995 -0.522  C2 1.089
11 H -1.558 1.875 0.871  C2 1.075
12 H -0.898 2.435 -0.658  C2 1.144
13 H -1.350 -1.927 -0.803  C3 1.222
14 H 0.132 -2.518 -0.023  C3 1.125
15 H -1.104 -1.885 1.021  C3 1.068
16 H 1.568 -1.111 -2.119  P5 1.410

These are the natural (NBO) partial charges, in e, on atoms 1 to 8: number 1, C, carries -1.0681; number 2, C, carries -1.1358; number 3, C, carries -1.1077; number 4, Si, carries 1.3418; number 5, P, carries -0.0295; number 6, I, carries -0.1784; number 7, H, carries 0.2271; number 8, H, carries 0.2344

The structures above, arranged from the most stable to the least stable: Q, P.